Here is a molecular structure, C29H36N2OP2Ti at a distorted geometry from the OMol25 dataset. Energies are from ωB97M-V with the def2-TZVPD basis set.

```
71
Properties=species:S:1:pos:R:3
C -1.69411 3.10810 -4.06399
C -1.56926 1.85891 -3.44904
C -0.26580 1.31218 -3.28968
C 0.83755 2.21348 -3.26195
C 0.66241 3.53462 -3.74741
C -0.57292 3.94012 -4.22060
C 1.96531 1.74786 -2.56723
C 2.30205 0.39698 -2.79852
C 1.20163 -0.50271 -2.85930
C 1.38603 -1.89739 -2.99088
C 2.66331 -2.35253 -3.30627
C 3.75704 -1.47326 -3.33588
C 3.59893 -0.12691 -3.03513
H -2.68250 3.47465 -4.34218
H 1.53851 4.18648 -3.74750
H -0.68088 4.91894 -4.68479
H 2.74123 2.45240 -2.27145
H 2.81071 -3.41588 -3.50767
H 4.74283 -1.85650 -3.60285
H 4.43627 0.57275 -3.04991
N -0.08752 0.04717 -2.72425
Ti -0.43377 -0.22495 -0.78131
C -2.67286 1.27699 -2.62780
H -2.83155 0.20072 -2.79065
H -3.62150 1.82316 -2.71222
C 0.25077 -2.83828 -2.68495
H -0.63541 -2.64335 -3.30507
H 0.55374 -3.88585 -2.79886
P -2.13582 1.51710 -0.83450
P -0.27843 -2.64714 -0.91865
C 1.14347 -3.30116 0.01037
H 0.87179 -3.37064 1.07208
H 1.40834 -4.29766 -0.37039
H 2.01155 -2.63764 -0.08028
C -1.55278 -3.90836 -0.70992
H -1.21553 -4.85742 -1.14850
H -1.76648 -4.05120 0.35590
H -2.47282 -3.58203 -1.21189
C -2.39276 3.26173 -0.46568
H -3.45029 3.48598 -0.66678
H -2.15959 3.45137 0.59080
H -1.74039 3.87468 -1.09793
C -3.61998 0.74808 -0.09576
H -3.47881 0.55089 0.96962
H -4.46199 1.43823 -0.24012
H -3.83872 -0.20221 -0.60026
C 1.26227 0.20753 0.05704
O 2.34451 0.40195 0.47336
H -0.23707 1.75609 -0.98902
C -2.26167 2.34190 3.34805
N -0.85267 2.50314 3.13478
C -0.16938 3.26649 4.13567
C -0.10101 1.53530 2.35610
C -0.65470 0.13927 2.45314
C -0.62970 -0.46497 3.71365
C -1.33493 -1.64626 3.94118
C -2.06639 -2.21164 2.89302
C -2.04339 -1.62279 1.62847
C -1.17532 -0.55397 1.36259
H -2.65056 3.31624 3.68275
H -2.48726 1.60726 4.14309
H -2.78077 2.03819 2.42962
H -0.12256 2.72757 5.10406
H 0.85210 3.49617 3.81259
H -0.73148 4.19881 4.30953
H -0.07927 1.90319 1.31212
H 0.94380 1.55903 2.70675
H -0.07069 0.01304 4.52736
H -1.33580 -2.09927 4.93234
H -2.65972 -3.11463 3.06432
H -2.69738 -2.01532 0.84410
```

Values from the calculation:
HOMO-LUMO gap (spin up / spin down): 5.12 / 6.28 eV
Electronic energy: -2843.238159 Ha
LUMO level (spin up / spin down): -4.1 / -3.9 eV
⟨S²⟩: 0.83
Multiplicity: 2
Relative energy (zero: lowest compared OMol25 entry of this formula, charge and spin): 51.9 kcal per mole
Net charge: +1

Here is C6H10O4 in the gas phase at a distorted geometry from the OMol25 dataset. Energies are from ωB97M-V with the def2-TZVPD basis set.

```
20
Properties=species:S:1:pos:R:3
C 0.19130 -1.67639 0.46709
C 1.56489 0.28548 0.57370
C 2.44470 0.12114 -0.59916
C -0.80503 1.24565 -1.58601
C -2.17764 -0.21340 1.41210
C -0.17511 -0.28136 0.13254
O 0.67273 -2.48570 -0.28739
O 1.74340 0.69871 1.66347
O -0.45507 -0.07401 -1.19762
O -0.95419 0.40842 1.04241
H 0.11044 -1.87267 1.55647
H 1.86259 -0.06277 -1.49987
H 3.08809 0.99217 -0.71707
H 3.07679 -0.74968 -0.42424
H 0.06199 1.75649 -2.01678
H -1.17886 1.81860 -0.73490
H -1.58503 1.15250 -2.34160
H -2.75170 -0.52375 0.53432
H -2.73107 0.54112 1.96787
H -2.00322 -1.08056 2.05470
```

Values from the calculation:
Structure (SMILES): COC(C=O)(OC)C(C)=O
HOMO-LUMO gap: 9.19 eV
Electronic energy: -535.499283 Ha
LUMO level: 0.5 eV
Relative energy (zero: lowest compared OMol25 entry of this formula, charge and spin): 60.7 kcal per mole
Net charge: 0

Here is 2 unconnected molecules or ions with the total composition C12H24ClN6OS at a distorted geometry from the OMol25 dataset. Energies are from ωB97M-V with the def2-TZVPD basis set.

```
45
Properties=species:S:1:pos:R:3
C -2.94805 2.21726 0.00621
C -2.66663 0.68953 -0.61572
C -1.17643 0.11363 -0.26698
Cl -1.40562 -1.72451 0.11192
N -0.11754 0.34655 -1.31899
C -0.42374 0.53824 -2.81957
N 0.87565 0.75735 -3.59363
C 1.84553 0.66486 -2.43026
N 3.16445 0.84235 -2.72798
C 4.34659 0.85545 -1.79725
C 5.48474 1.84617 -2.52006
N 6.77992 1.47293 -2.78147
N 1.27492 0.39046 -1.07100
C 1.84505 0.18530 0.30227
C 1.97487 1.60431 1.17672
C 3.39722 1.88536 2.00189
N 0.95668 2.52322 1.27436
H -2.79259 3.04403 -0.80768
H -4.10963 2.21019 0.28302
H -2.33847 2.39553 0.99834
H -3.43615 -0.00564 -0.02346
H -2.98598 0.62522 -1.73912
H -0.87206 0.58985 0.78486
H -1.49142 0.51607 -3.33137
H 3.38742 0.99579 -3.75853
H 4.15663 1.33514 -0.74238
H 4.88218 -0.20945 -1.73751
H 5.07825 2.92810 -2.79572
H 6.91417 0.48913 -2.46088
H 2.94441 -0.27517 0.32193
H 1.21086 -0.53842 1.00401
H 4.31249 1.31706 1.54033
H 3.27949 1.51274 3.12670
H 3.56790 3.06040 1.95411
H 1.26363 3.33755 1.88511
C -3.32901 -3.71107 2.67155
S -4.52162 -3.27992 1.38252
O -4.98867 -1.87993 1.65035
C -5.82316 -4.40404 1.94279
H -2.43693 -3.09381 2.53942
H -3.75765 -3.51962 3.65836
H -3.05481 -4.76462 2.57981
H -6.10097 -4.17047 2.97365
H -5.47023 -5.43570 1.87386
H -6.69572 -4.27744 1.29548
```

Values from the calculation:
HOMO-LUMO gap: 7.00 eV
Electronic energy: -1733.218886 Ha
LUMO level: -3.9 eV
Net charge: +1

Here is 2 unconnected molecules or ions with the total composition C2H8N3P at a distorted geometry from the OMol25 dataset. Energies are from ωB97M-V with the def2-TZVPD basis set.

```
14
Properties=species:S:1:pos:R:3
C 0.07693 -1.39750 1.29957
C -1.06102 -1.41834 -2.30272
N 0.18516 -1.43288 0.05973
N 0.47417 -0.69099 -0.89867
N 0.12068 -0.69676 -2.04485
P 1.93414 2.21868 0.70880
H -0.29520 -0.46028 1.88763
H 2.46088 3.00313 1.70115
H 0.54622 -2.15603 1.97008
H -1.91713 -0.77570 -2.14968
H -1.07479 -1.74994 -3.41123
H -1.06979 -2.22795 -1.53385
H 1.73226 1.19635 1.62424
H 3.17241 1.76252 0.34623
```

Values from the calculation:
Structure (SMILES): C=N/N=N\C.P
HOMO-LUMO gap: 9.29 eV
Electronic energy: -586.442047 Ha
LUMO level: 0.4 eV
Relative energy (zero: lowest compared OMol25 entry of this formula, charge and spin): 108.3 kcal per mole
Net charge: 0

Here is 2 unconnected molecules or ions with the total composition C4H12N4 at a distorted geometry from the OMol25 dataset. Energies are from ωB97M-V with the def2-TZVPD basis set.

```
20
Properties=species:S:1:pos:R:3
C -0.34539 -0.07369 -2.04373
C -0.68378 -1.15042 -1.38566
N -0.92536 -1.15736 0.02450
N -0.13579 -0.13446 -3.44215
H -0.28604 0.89806 -1.54160
H -0.75399 -2.08806 -1.91474
H -0.20083 -1.63674 0.55569
H -1.83120 -1.54101 0.26601
H 0.77579 0.11024 -3.78918
H -0.84993 0.34044 -3.97318
C 0.22532 1.89764 1.09867
N -0.01561 0.57096 1.59378
C 0.86009 -0.05502 2.43184
N 0.88486 -1.31752 2.29822
H -0.66035 2.24982 0.57580
H 0.46387 2.58112 1.91593
H 1.05305 1.87933 0.38765
H -0.54658 -0.12006 0.92859
H 1.40486 0.56116 3.14258
H 1.56700 -1.81444 2.87097
```

Values from the calculation:
HOMO-LUMO gap (spin up / spin down): 9.39 / 5.26 eV
Electronic energy: -378.281911 Ha
LUMO level (spin up / spin down): -3.3 / -7.4 eV
⟨S²⟩: 0.78
Multiplicity: 2
Relative energy (zero: lowest compared OMol25 entry of this formula, charge and spin): 10.8 kcal per mole
Net charge: +1

Here is a molecular structure, C47H55KN6O3S from the OMol25 dataset. Energies are from ωB97M-V with the def2-TZVPD basis set.

```
113
Properties=species:S:1:pos:R:3
K -0.65210 0.68902 0.04450
C -0.95192 -3.59647 6.11152
C -1.21567 -2.93781 4.78177
C -2.04428 -3.52593 3.84240
C -2.35882 -2.90291 2.61216
C -3.12077 -3.51365 1.61304
N -3.35137 -4.90271 1.57168
C -2.14680 -5.75147 1.49355
C -1.14725 -5.33742 0.41688
C -1.66032 -5.56214 -1.00456
N -0.79125 -5.05452 -2.05314
C 0.51637 -5.52937 -2.06065
C 1.65037 -4.72655 -2.22538
C 2.94057 -5.31582 -2.19713
C 4.10638 -4.57557 -2.23479
C 5.45813 -5.23727 -2.14579
C 3.99695 -3.18437 -2.30953
C 2.75557 -2.56220 -2.37713
C 2.88309 -0.38138 -1.34518
N 3.06161 -0.82303 -0.16284
C 3.33123 0.20040 0.84203
C 3.27616 -0.38856 2.24465
C 1.87455 -0.80525 2.66638
N 1.01568 0.37796 2.73174
C -0.22503 0.23007 2.95452
C -0.91650 -1.04498 3.27506
C -0.63698 -1.70402 4.46883
C -1.83632 -1.57286 2.33176
O -2.14198 -0.95335 1.25758
C 1.54112 -3.28164 -2.38588
O 0.39919 -2.69743 -2.48750
H -1.30863 -4.62853 6.11042
H -1.45459 -3.07578 6.93303
H 0.11582 -3.61452 6.34695
H -2.50441 -4.48514 4.06156
H -3.43407 -2.91359 0.76971
H -3.98246 -5.13302 0.81907
H -2.48926 -6.77786 1.31870
H -1.65253 -5.74161 2.46491
H -0.21714 -5.89684 0.55226
H -0.89422 -4.28084 0.54322
H -2.63826 -5.08284 -1.12604
H -1.81936 -6.63880 -1.16442
H -0.74840 -4.03212 -2.12064
H 0.63352 -6.59921 -1.89979
H 3.00110 -6.39946 -2.11197
H 5.36823 -6.32089 -2.24974
H 5.94362 -5.03698 -1.18560
H 6.13490 -4.88308 -2.92887
H 4.88425 -2.55820 -2.29768
H 2.86812 0.69851 -1.54516
H 2.62503 1.04043 0.78391
H 4.33646 0.61688 0.68711
H 3.65074 0.35543 2.95555
H 3.93922 -1.25829 2.28182
H 1.90463 -1.32869 3.62533
H 1.47304 -1.51527 1.93384
H -0.82571 1.14114 2.86541
H 0.05299 -1.24376 5.17169
C 0.68554 5.38536 -1.46957
C -0.40263 6.21489 -1.21754
C -1.39208 5.75959 -0.36139
C -1.30338 4.48461 0.21733
C -0.24051 3.58648 -0.02590
C 0.74113 4.12393 -0.88529
C -2.39621 4.09333 1.15393
C -2.97678 5.09464 2.00000
C -3.98455 4.77836 2.85024
C -4.45385 3.44333 2.90151
C -5.49505 3.02032 3.75776
C -5.88344 1.70930 3.78101
C -5.23593 0.77049 2.94954
C -4.22947 1.15504 2.10650
C -3.81326 2.50811 2.05749
N -2.80490 2.84507 1.20110
H 1.48193 5.71986 -2.13049
H -0.48109 7.19195 -1.68261
H -2.25311 6.39741 -0.17282
H 1.61694 3.51779 -1.12805
H -2.57620 6.09844 1.96575
H -4.42434 5.52410 3.50540
H -5.97092 3.75482 4.39993
H -6.67508 1.38416 4.44583
H -5.52161 -0.27383 2.99177
H -3.69091 0.42932 1.50732
O -1.50470 -0.16114 -2.10709
S -2.07071 -1.53416 -1.89102
C -3.86845 -1.23202 -1.72968
C -4.52838 -1.34318 -3.11383
C -3.41201 -1.34192 -4.16029
C -2.30567 -2.19098 -3.55840
H -3.91600 -0.23119 -1.30203
H -4.28200 -1.92578 -0.99894
H -5.24785 -0.53918 -3.27688
H -5.07673 -2.28714 -3.18059
H -3.03825 -0.32946 -4.32238
H -3.75322 -1.73934 -5.11893
H -1.32450 -2.14766 -4.02578
H -2.59348 -3.24279 -3.45809
C 2.21428 -1.46823 -4.84458
C 2.49566 -0.43552 -3.75599
C 1.29904 0.50870 -3.65571
C 3.76894 0.33561 -4.14135
N 2.70644 -1.13188 -2.46307
H 2.06449 -0.93629 -5.78755
H 1.31908 -2.03965 -4.59936
H 3.05254 -2.15642 -4.96234
H 1.07923 0.93277 -4.64130
H 1.48103 1.34695 -2.97971
H 0.42739 -0.03365 -3.29340
H 3.63803 0.83724 -5.10398
H 4.61031 -0.35704 -4.21801
H 4.01576 1.09529 -3.39837
```

Values from the calculation:
HOMO-LUMO gap (spin up / spin down): 4.91 / 4.28 eV
Electronic energy: -3376.321086 Ha
LUMO level (spin up / spin down): 4.0 / 4.0 eV
Relative energy (zero: lowest compared OMol25 entry of this formula, charge and spin): 0.7 kcal per mole
Net charge: -2